1.
This record from the OMol25 dataset describes a molecular structure, C49H48AsB2BrF8LaN5OP in a non-equilibrium geometry. The level of theory is the ωB97M-V functional and the def2-TZVPD basis.

```
117
Properties=species:S:1:pos:R:3:forces:R:3:lowdin_charge:R:1
La -0.652 0.308 -0.311 -1.40 0.53 0.32 1.8302
F -1.450 7.798 2.345 -0.02 -0.09 -0.03 0.1118
C -1.802 6.563 1.966 0.02 -0.03 -0.01 -0.1425
C -3.137 6.239 1.796 0.02 0.05 0.02 -0.1347
F -4.070 7.175 2.014 0.06 -0.08 -0.02 0.1119
C -3.480 4.957 1.406 -0.14 0.07 0.02 -0.2223
F -4.798 4.725 1.268 0.07 0.02 -0.01 0.0948
C -2.556 3.955 1.161 0.09 -0.04 0.00 -0.2511
P -2.985 2.031 0.717 0.01 0.45 0.21 0.9667
C -4.159 2.462 -0.640 0.01 -0.09 0.01 -0.3087
C -3.996 3.618 -1.400 0.08 0.03 0.01 -0.1025
C -4.834 3.905 -2.463 -0.03 0.00 0.01 -0.0782
C -5.865 3.040 -2.795 0.00 0.00 0.00 -0.0927
C -6.030 1.876 -2.064 0.03 0.02 0.01 -0.0778
C -5.178 1.587 -1.007 -0.02 0.01 -0.03 -0.0886
C -3.991 1.963 2.255 -0.05 -0.02 0.01 -0.3185
C -5.381 2.016 2.270 -0.05 -0.04 -0.05 -0.0947
C -6.083 1.964 3.466 0.02 0.00 -0.01 -0.0827
C -5.406 1.868 4.672 0.02 0.00 0.00 -0.0981
C -4.019 1.835 4.671 -0.04 0.00 0.03 -0.0825
C -3.324 1.885 3.474 0.04 0.01 -0.01 -0.0825
C -1.234 4.318 1.358 0.08 0.06 0.06 -0.5188
Br 0.245 3.102 1.167 0.03 0.10 -0.01 0.8561
C -0.842 5.592 1.748 -0.16 0.08 0.02 -0.2730
F 0.441 5.925 1.933 0.00 -0.03 -0.01 0.0605
H -3.184 4.299 -1.184 -0.01 0.00 0.00 0.1079
H -4.668 4.804 -3.042 0.00 0.03 -0.02 0.1038
H -6.521 3.264 -3.626 -0.01 0.00 -0.02 0.0960
H -6.816 1.177 -2.319 -0.02 -0.01 -0.01 0.0986
H -5.315 0.661 -0.475 0.00 -0.05 0.04 0.0809
H -5.926 2.115 1.341 0.00 0.00 0.02 0.0992
H -7.164 2.008 3.451 -0.03 0.00 0.01 0.0991
H -5.954 1.829 5.604 -0.01 0.00 0.02 0.0944
H -3.474 1.772 5.605 0.01 0.00 0.02 0.0983
H -2.244 1.876 3.489 0.05 -0.02 -0.01 0.0814
B -1.080 -3.126 1.472 -0.08 0.03 0.02 -0.4273
N -1.786 -2.911 0.097 0.11 0.01 0.00 -0.0825
C -2.737 -3.701 -0.411 0.00 -0.04 0.06 -0.1064
C -2.951 -3.365 -1.734 0.04 0.00 0.03 -0.0576
C -2.057 -2.323 -1.962 0.01 -0.02 -0.07 -0.1491
N -1.350 -2.058 -0.860 -0.16 -0.41 -0.01 -0.0908
N -1.087 -1.854 2.394 -0.01 -0.01 -0.13 -0.0747
C -1.334 -1.886 3.709 0.00 -0.07 0.00 -0.0919
C -0.964 -0.680 4.272 0.00 -0.03 -0.04 -0.0597
C -0.494 0.057 3.188 0.04 0.01 0.07 -0.2210
N -0.567 -0.650 2.062 -0.07 -0.27 0.46 -0.0985
H -1.720 -3.968 2.060 0.01 0.01 -0.01 0.0729
H 0.057 -3.462 1.275 0.08 0.00 -0.02 0.0513
H -3.188 -4.454 0.212 -0.03 -0.04 0.00 0.1169
H -3.648 -3.803 -2.425 -0.02 -0.02 -0.03 0.0881
H -1.891 -1.749 -2.859 -0.02 0.04 0.00 0.1031
H -1.742 -2.778 4.150 -0.02 -0.03 0.04 0.1146
H -1.036 -0.379 5.301 0.00 0.01 0.04 0.0909
H -0.099 1.060 3.173 -0.01 0.04 -0.01 0.0610
C -4.080 -0.847 0.896 0.03 -0.07 -0.03 -0.1953
O -3.139 0.106 0.467 -0.08 0.08 -0.10 -0.6011
H -4.498 -1.396 0.042 0.00 0.01 0.00 0.0764
H -4.907 -0.387 1.449 0.01 0.01 -0.02 0.0685
H -3.609 -1.577 1.561 -0.01 0.01 0.02 0.0704
C 2.268 -6.548 -3.649 0.00 -0.02 -0.01 -0.0581
C 2.261 -5.270 -2.854 0.00 -0.01 0.03 -0.2745
C 2.597 -5.255 -1.511 0.02 0.05 -0.01 -0.0229
C 2.589 -4.081 -0.764 0.04 -0.07 -0.11 -0.2942
C 2.985 -4.190 0.687 0.00 0.02 0.03 -0.0738
C 2.243 -2.862 -1.381 0.07 -0.09 0.04 -0.3029
As 2.086 -1.383 -0.090 0.33 0.24 0.17 1.2897
N 1.623 0.251 -0.824 1.17 -0.13 -0.63 -0.4743
C 2.451 0.994 -1.674 -0.03 -0.15 0.23 -0.3808
C 2.083 2.308 -1.991 0.04 0.10 -0.06 -0.0611
C 2.847 3.085 -2.843 0.00 -0.02 0.02 -0.0901
C 4.017 2.588 -3.404 0.01 0.00 0.00 -0.1184
C 4.394 1.288 -3.102 0.00 0.01 0.01 -0.0942
C 3.626 0.506 -2.255 0.04 -0.13 -0.09 -0.0717
C 3.951 -1.014 0.523 0.08 -0.08 0.02 -0.2508
C 5.168 -1.414 -0.043 0.08 0.04 0.04 -0.2708
C 5.372 -2.178 -1.332 -0.04 -0.09 -0.01 -0.0631
C 6.368 -1.079 0.595 0.00 0.00 -0.04 -0.0278
C 6.420 -0.349 1.763 -0.02 -0.01 -0.02 -0.2749
C 7.726 0.006 2.417 0.02 0.00 0.01 -0.0564
C 5.210 0.052 2.312 -0.02 0.00 0.00 -0.0225
C 3.996 -0.272 1.725 0.06 -0.06 0.02 -0.2718
C 2.754 0.185 2.434 -0.12 0.07 0.01 -0.0984
C 1.872 -2.867 -2.733 0.00 -0.07 0.00 -0.2637
C 1.457 -1.646 -3.505 -0.08 0.07 0.00 -0.0440
C 1.896 -4.069 -3.438 -0.01 0.02 -0.04 -0.0217
H 2.602 -7.386 -3.038 0.00 -0.01 0.01 0.0683
H 2.933 -6.473 -4.511 0.01 0.01 -0.01 0.0759
H 1.271 -6.783 -4.026 -0.01 0.01 0.00 0.0777
H 2.871 -6.181 -1.019 0.01 -0.03 0.00 0.1077
H 3.133 -5.237 0.949 -0.02 -0.02 0.02 0.0750
H 2.213 -3.787 1.344 -0.04 0.05 0.02 0.0451
H 3.911 -3.658 0.907 0.02 0.04 -0.03 0.0688
H 1.175 2.727 -1.580 -0.02 -0.01 0.01 0.0509
H 2.514 4.089 -3.075 0.01 0.02 -0.01 0.1015
H 4.613 3.199 -4.069 0.01 0.01 -0.01 0.0875
H 5.295 0.867 -3.535 0.01 0.00 -0.01 0.0955
H 3.923 -0.516 -2.065 -0.10 0.21 -0.05 0.0552
H 4.465 -2.447 -1.857 -0.05 -0.02 0.05 0.0465
H 5.921 -3.100 -1.130 -0.01 -0.04 0.00 0.0889
H 5.986 -1.578 -2.008 0.02 0.00 -0.01 0.0846
H 7.296 -1.401 0.132 0.02 0.00 0.00 0.1146
H 8.568 -0.397 1.857 0.01 -0.01 -0.01 0.0690
H 7.778 -0.386 3.434 -0.01 -0.01 0.01 0.0766
H 7.852 1.089 2.481 -0.01 0.01 -0.01 0.0783
H 5.204 0.629 3.231 0.01 0.01 0.01 0.1133
H 3.015 0.765 3.319 -0.01 0.01 0.01 0.0793
H 2.134 -0.656 2.745 -0.02 -0.03 -0.01 0.0637
H 2.137 0.812 1.786 0.00 0.00 0.00 0.0222
H 0.889 -0.939 -2.910 0.02 0.00 0.04 0.0339
H 0.840 -1.942 -4.354 0.00 0.03 -0.02 0.0825
H 2.319 -1.101 -3.891 0.05 -0.01 -0.01 0.0825
H 1.607 -4.053 -4.484 0.00 -0.01 -0.02 0.1164
F -0.988 0.406 -2.762 -0.03 -0.06 -0.29 -0.0610
B -1.419 1.779 -3.074 0.12 -0.08 -0.03 -1.2590
F -2.739 1.741 -3.402 -0.16 0.01 -0.04 0.1914
F -0.619 2.316 -4.034 0.11 0.04 -0.08 0.1866
F -1.202 2.435 -1.804 -0.03 -0.03 0.03 -0.0263
```
Forces are in eV/Å.

Output
* M: 1221.27 g/mol
* net charge: -1
* HOMO level: -5.0432 eV
* total energy: -8276.8695 Eh
* Kohn-Sham gap: 7.310 eV
* energy relative to the best compared isomer or geometry (same formula, charge and spin): 1.9 kcal/mol

---

2.
This record from the OMol25 dataset describes 8 unconnected molecules or ions with the total composition C49H48BF7NO4 in a non-equilibrium geometry. The level of theory is the ωB97M-V functional and the def2-TZVPD basis.

```
110
Properties=species:S:1:pos:R:3:forces:R:3:lowdin_charge:R:1
O 1.875 -2.983 -6.832 -4.91 2.05 -1.70 0.1030
C 0.793 -2.478 -7.251 3.94 -2.02 1.44 -0.4160
O -0.075 -3.208 -8.043 0.67 -0.14 0.52 0.0723
C 0.324 -1.082 -6.897 0.58 -0.37 0.35 -0.0804
C -0.764 -1.024 -5.808 0.41 0.26 -0.68 -0.1046
C -2.238 -1.101 -6.182 -0.62 -0.31 1.00 -0.1994
N -2.622 -0.361 -7.406 -0.54 -0.70 -0.99 0.1651
C -3.197 -1.102 -8.300 0.36 0.54 0.60 0.0552
C -3.218 -2.514 -7.899 0.46 -0.32 0.14 -0.0684
C -3.023 -2.431 -6.375 0.21 0.15 -0.10 -0.0980
B -2.572 -3.767 -5.614 0.00 -0.62 -0.19 -0.5885
O -1.262 -4.087 -5.388 -0.33 1.07 -0.30 0.1930
O -3.563 -4.651 -5.251 0.86 0.29 0.41 0.1933
H -0.264 -2.705 -8.834 -0.05 0.30 -0.39 0.1029
H 0.081 -0.517 -7.797 -0.21 0.01 -0.14 0.1197
H 1.197 -0.604 -6.458 0.06 0.10 -0.07 0.1187
H -0.545 -1.785 -5.067 -0.15 -0.11 0.12 0.1208
H -0.613 -0.071 -5.308 -0.06 0.08 0.05 0.1084
H -2.744 -0.587 -5.365 -0.02 0.14 0.01 0.1612
H -2.468 0.630 -7.522 0.05 0.16 -0.05 0.1886
H -3.578 -0.724 -9.239 0.14 0.31 -0.03 0.1631
H -4.043 -3.108 -8.273 -0.29 0.12 0.07 0.1488
H -2.321 -2.925 -8.373 0.05 -0.25 -0.08 0.1281
H -4.019 -2.222 -5.978 -0.14 0.05 0.02 0.1445
H -1.101 -4.351 -4.483 0.14 -0.80 0.22 0.1270
H -4.326 -4.238 -4.854 -0.65 0.01 -0.16 0.1049
F 1.257 0.654 -4.227 0.05 0.10 0.03 0.0236
C 1.117 0.339 -2.908 -0.02 -0.12 0.03 -0.2853
C 0.740 1.324 -2.022 -0.03 0.12 -0.07 -0.0174
C 0.576 0.977 -0.688 0.02 -0.10 0.04 -0.0671
C 0.793 -0.329 -0.267 -0.01 0.05 0.07 -0.0746
C 1.181 -1.295 -1.185 -0.03 0.04 0.01 -0.0678
C 1.344 -0.966 -2.523 0.00 -0.10 -0.08 -0.0240
H 0.580 2.335 -2.370 0.01 0.00 -0.01 0.1179
H 0.278 1.732 0.026 0.01 0.03 0.03 0.1085
H 0.654 -0.596 0.773 0.06 0.06 -0.12 0.0854
H 1.359 -2.310 -0.859 0.01 -0.02 0.01 0.1097
H 1.649 -1.702 -3.257 0.05 0.03 0.00 0.1171
F -0.478 -1.594 2.384 -0.09 -0.12 0.15 0.0259
C -1.814 -1.836 2.434 0.03 0.03 -0.06 -0.2777
C -2.676 -0.792 2.181 0.01 0.18 -0.07 -0.0179
C -4.042 -1.036 2.208 -0.01 -0.13 0.05 -0.0779
C -4.516 -2.309 2.495 0.04 -0.03 0.00 -0.0757
C -3.624 -3.343 2.752 0.06 0.23 -0.02 -0.0740
C -2.255 -3.110 2.719 0.06 -0.09 0.01 -0.0118
H -2.282 0.193 1.960 0.01 -0.01 0.00 0.1123
H -4.726 -0.227 2.002 -0.01 -0.07 0.02 0.0829
H -5.580 -2.498 2.516 -0.02 -0.01 0.02 0.1061
H -3.994 -4.327 2.980 -0.05 -0.10 0.02 0.0796
H -1.538 -3.898 2.907 0.01 0.02 0.02 0.1152
F -5.339 -6.048 2.173 0.05 -0.09 -0.02 0.0444
C -4.585 -6.974 1.537 -0.03 -0.03 -0.02 -0.2804
C -3.246 -7.086 1.854 0.01 0.07 0.06 -0.0188
C -2.489 -8.044 1.196 -0.04 -0.02 -0.04 -0.0798
C -3.070 -8.864 0.239 0.01 0.00 -0.01 -0.0944
C -4.419 -8.729 -0.059 0.05 0.02 0.02 -0.0822
C -5.190 -7.779 0.594 -0.08 0.01 -0.05 -0.0170
H -2.811 -6.442 2.604 -0.01 0.00 0.03 0.1068
H -1.441 -8.153 1.437 0.03 0.01 0.01 0.1062
H -2.475 -9.610 -0.269 0.01 -0.02 -0.01 0.1021
H -4.876 -9.367 -0.803 -0.02 -0.03 -0.01 0.1052
H -6.244 -7.662 0.384 -0.01 0.02 0.02 0.1179
F -5.035 1.746 1.149 0.00 0.25 0.08 0.0284
C -4.623 2.861 1.810 0.05 -0.03 0.08 -0.2745
C -4.056 2.728 3.064 -0.02 -0.06 -0.06 -0.0209
C -3.605 3.871 3.711 -0.06 -0.02 -0.12 -0.0852
C -3.729 5.112 3.103 -0.03 0.01 0.06 -0.0853
C -4.324 5.217 1.855 0.02 0.01 0.03 -0.0781
C -4.781 4.085 1.196 0.04 -0.01 -0.13 -0.0211
H -3.973 1.750 3.520 0.00 -0.03 -0.01 0.1093
H -3.149 3.793 4.688 0.00 -0.01 0.02 0.1051
H -3.368 5.997 3.607 0.02 0.02 0.01 0.1063
H -4.434 6.185 1.387 0.00 0.03 -0.02 0.1061
H -5.236 4.143 0.217 -0.03 -0.02 0.01 0.1154
F -0.517 4.772 4.428 -0.02 0.05 0.01 0.0505
C 0.399 3.795 4.257 0.09 -0.10 -0.03 -0.2797
C -0.034 2.492 4.115 -0.14 0.01 -0.03 -0.0143
C 0.913 1.495 3.942 0.03 0.04 -0.03 -0.0728
C 2.265 1.805 3.912 -0.09 -0.02 0.03 -0.0900
C 2.675 3.122 4.056 -0.04 0.02 0.01 -0.0792
C 1.737 4.133 4.229 0.04 0.06 -0.01 -0.0097
H -1.092 2.267 4.134 0.00 0.04 0.02 0.1001
H 0.589 0.471 3.828 -0.03 -0.10 0.00 0.0944
H 2.995 1.025 3.777 0.06 -0.05 0.00 0.0909
H 3.729 3.363 4.034 0.03 -0.01 -0.02 0.0894
H 2.031 5.168 4.339 -0.02 0.01 0.02 0.1123
F 5.038 0.972 2.726 0.07 -0.02 -0.03 0.0469
C 5.408 1.508 1.542 0.05 0.05 -0.05 -0.2829
C 4.548 2.379 0.907 -0.10 0.01 0.02 -0.0167
C 4.943 2.932 -0.303 0.05 -0.03 -0.02 -0.0823
C 6.173 2.606 -0.857 -0.01 0.01 -0.01 -0.0965
C 7.016 1.723 -0.196 -0.05 0.03 -0.01 -0.0809
C 6.638 1.168 1.017 0.06 -0.06 0.03 -0.0136
H 3.593 2.616 1.356 -0.01 0.01 0.03 0.1037
H 4.286 3.624 -0.812 -0.02 0.01 -0.01 0.1025
H 6.475 3.041 -1.799 0.01 0.01 -0.02 0.0998
H 7.975 1.466 -0.624 0.03 0.00 0.00 0.1051
H 7.281 0.485 1.554 -0.01 -0.01 0.02 0.1190
F 6.395 4.027 3.789 -0.11 0.04 0.03 0.0492
C 6.597 4.830 4.859 0.07 0.02 0.03 -0.2801
C 7.868 4.905 5.391 0.07 -0.04 -0.01 -0.0151
C 8.081 5.728 6.486 -0.05 0.01 0.00 -0.0803
C 7.032 6.454 7.033 0.00 0.01 0.01 -0.0937
C 5.764 6.359 6.479 0.05 -0.01 0.00 -0.0795
C 5.537 5.543 5.380 -0.07 -0.03 -0.06 -0.0166
H 8.669 4.327 4.952 -0.01 -0.01 -0.02 0.1181
H 9.071 5.802 6.913 0.03 -0.01 0.01 0.1058
H 7.204 7.093 7.888 0.00 0.02 0.02 0.1021
H 4.944 6.922 6.903 -0.03 0.02 0.00 0.1056
H 4.556 5.463 4.933 0.01 -0.02 -0.02 0.0966
```
Forces are in eV/Å.

Output
* M: 858.72 g/mol
* net charge: +1
* HOMO level: -10.2956 eV
* total energy: -2975.4466 Eh
* Kohn-Sham gap: 5.873 eV

---

Q: Which value of total energy does entry 1 give?
A: -8276.8695 Eh

---

Q: Among the records above, which one has the lowest Kohn-Sham gap?
A: C49H48BF7NO4